Record 1
This record from the Open Molecules 2025 dataset describes a molecular structure, C21H36N2O5. The level of theory is ωB97M-V with the def2-TZVPD basis set.

Each line ends with the natural charge from an NBO analysis.
Cartesian coordinates (Å):
C (1.772, -1.433, -2.887)  -0.608
C (0.324, -1.896, -2.943)  0.013
O (-0.223, -1.416, -4.141)  -0.531
C (-1.341, -2.133, -4.695)  0.266
C (-2.446, -2.347, -3.665)  -0.650
C (-0.867, -3.466, -5.270)  -0.637
C (-1.833, -1.223, -5.809)  -0.612
C (-0.413, -1.329, -1.719)  0.675
O (-0.897, -0.211, -1.710)  -0.632
N (-0.415, -2.132, -0.630)  -0.463
C (0.189, -3.455, -0.419)  -0.228
C (-0.100, -3.570, 1.085)  -0.211
C (-1.573, -3.083, 1.141)  -0.400
C (-0.929, -1.756, 0.691)  -0.036
C (0.274, -2.148, 1.593)  -0.226
C (1.657, -1.572, 1.322)  -0.232
N (2.103, -0.651, 2.349)  -0.617
C (2.586, -1.104, 3.525)  0.641
O (2.689, -2.286, 3.804)  -0.633
C (2.967, -0.019, 4.525)  -0.157
O (3.080, 1.266, 3.959)  -0.544
C (4.344, 1.486, 3.347)  -0.053
C (4.352, 2.851, 2.695)  -0.240
C (4.128, 3.977, 3.702)  -0.431
C (4.247, 5.327, 3.016)  -0.064
O (5.501, 5.480, 2.370)  -0.528
C (5.692, 4.496, 1.371)  -0.061
C (5.666, 3.091, 1.953)  -0.427
H (2.261, -1.754, -1.965)  0.200
H (2.322, -1.839, -3.736)  0.221
H (1.799, -0.344, -2.939)  0.229
H (0.288, -2.990, -2.909)  0.173
H (-2.751, -1.396, -3.229)  0.238
H (-3.308, -2.809, -4.148)  0.216
H (-2.128, -3.014, -2.860)  0.200
H (-0.046, -3.299, -5.968)  0.217
H (-0.529, -4.151, -4.490)  0.201
H (-1.683, -3.956, -5.803)  0.214
H (-1.036, -1.052, -6.533)  0.215
H (-2.684, -1.672, -6.323)  0.204
H (-2.135, -0.262, -5.394)  0.224
H (-0.311, -4.234, -1.000)  0.203
H (1.256, -3.465, -0.652)  0.201
H (0.244, -4.469, 1.587)  0.225
H (-2.290, -3.539, 0.457)  0.207
H (-1.964, -3.044, 2.155)  0.218
H (-1.421, -0.791, 0.695)  0.243
H (0.028, -2.054, 2.650)  0.228
H (2.385, -2.386, 1.281)  0.219
H (1.678, -1.052, 0.363)  0.212
H (1.998, 0.344, 2.237)  0.415
H (2.180, 0.021, 5.280)  0.216
H (3.891, -0.333, 5.018)  0.198
H (5.131, 1.427, 4.112)  0.170
H (4.544, 0.706, 2.601)  0.174
H (3.535, 2.879, 1.961)  0.198
H (3.149, 3.880, 4.175)  0.225
H (4.886, 3.912, 4.490)  0.202
H (3.440, 5.443, 2.276)  0.157
H (4.170, 6.145, 3.731)  0.195
H (4.908, 4.594, 0.605)  0.157
H (6.651, 4.715, 0.904)  0.195
H (6.506, 2.985, 2.648)  0.205
H (5.804, 2.358, 1.154)  0.211

Spin multiplicity: 1
Highest occupied orbital energy (eV): -9.2

***

Record 2
This record from the Open Molecules 2025 dataset describes a molecular structure, C21H36N4O4PPd. The level of theory is ωB97M-V with the def2-TZVPD basis set.

Each line ends with the natural charge from an NBO analysis.
Cartesian coordinates (Å):
Pd (0.330, 0.361, -1.258)  0.965
C (-3.867, 2.313, -2.776)  -0.628
C (-3.708, 0.921, -2.173)  0.145
C (-4.643, -0.078, -2.828)  -0.623
O (-3.933, 0.965, -0.754)  -0.733
C (-2.246, 0.465, -2.303)  0.770
O (-1.402, 1.258, -1.706)  -0.731
O (-1.933, -0.567, -2.871)  -0.650
H (-4.898, 2.653, -2.656)  0.213
H (-3.644, 2.299, -3.844)  0.220
H (-3.203, 3.018, -2.279)  0.228
H (-5.676, 0.255, -2.702)  0.206
H (-4.533, -1.065, -2.380)  0.224
H (-4.432, -0.165, -3.892)  0.232
H (-4.841, 1.256, -0.612)  0.475
C (2.507, 2.162, -5.117)  -0.129
C (3.056, 1.108, -4.403)  -0.239
C (2.394, 0.647, -3.283)  0.055
N (1.238, 1.185, -2.875)  -0.443
C (0.702, 2.201, -3.559)  0.057
C (1.314, 2.717, -4.685)  -0.229
H (3.003, 2.544, -5.999)  0.237
H (3.984, 0.644, -4.703)  0.241
H (2.781, -0.164, -2.680)  0.233
H (-0.237, 2.581, -3.183)  0.241
H (0.852, 3.540, -5.211)  0.239
O (1.977, -0.611, -0.382)  -1.068
P (1.262, -0.664, 0.951)  2.470
N (1.512, -2.020, 1.793)  -0.846
C (2.781, -2.782, 1.695)  -0.203
C (2.525, -3.971, 2.614)  -0.411
C (1.648, -3.376, 3.714)  -0.410
C (0.698, -2.462, 2.944)  -0.211
N (1.553, 0.636, 1.876)  -0.843
C (1.566, 2.024, 1.360)  -0.216
C (1.994, 2.865, 2.569)  -0.412
C (2.720, 1.875, 3.478)  -0.409
C (1.899, 0.605, 3.309)  -0.198
N (-0.386, -0.602, 0.445)  -0.767
C (-1.417, 0.088, 1.298)  -0.233
C (-2.450, -0.986, 1.604)  -0.418
C (-2.448, -1.828, 0.332)  -0.417
C (-0.975, -1.918, -0.039)  -0.230
H (3.621, -2.180, 2.055)  0.191
H (2.976, -3.064, 0.662)  0.226
H (3.451, -4.401, 2.991)  0.236
H (1.982, -4.749, 2.075)  0.213
H (2.256, -2.788, 4.404)  0.208
H (1.112, -4.126, 4.293)  0.237
H (0.354, -1.617, 3.543)  0.207
H (-0.181, -3.013, 2.597)  0.196
H (0.580, 2.316, 0.991)  0.208
H (2.277, 2.098, 0.535)  0.211
H (1.115, 3.264, 3.077)  0.212
H (2.616, 3.706, 2.271)  0.234
H (2.768, 2.202, 4.515)  0.233
H (3.738, 1.703, 3.124)  0.212
H (0.997, 0.647, 3.929)  0.185
H (2.448, -0.302, 3.556)  0.212
H (-1.860, 0.890, 0.709)  0.253
H (-0.940, 0.508, 2.183)  0.210
H (-3.421, -0.545, 1.815)  0.244
H (-2.145, -1.586, 2.465)  0.199
H (-2.999, -1.317, -0.456)  0.236
H (-2.883, -2.817, 0.465)  0.232
H (-0.810, -2.027, -1.108)  0.247
H (-0.476, -2.733, 0.484)  0.203

Spin multiplicity: 1
Total charge: +1
Highest occupied orbital energy (eV): -11.9

***

Record 3
This record from the Open Molecules 2025 dataset describes a molecular structure, C21H36N6O3S. The level of theory is ωB97M-V with the def2-TZVPD basis set.

Each line ends with the natural charge from an NBO analysis.
Cartesian coordinates (Å):
C (-0.571, -0.459, -4.246)  -0.607
C (-2.074, -0.348, -4.020)  -0.392
C (-2.444, 0.294, -2.681)  -0.405
C (-2.112, -0.589, -1.470)  -0.125
N (-0.688, -0.667, -1.126)  -0.423
C (0.033, 0.457, -0.893)  0.656
O (-0.477, 1.582, -1.039)  -0.716
C (1.434, 0.416, -0.498)  -0.390
C (2.212, 1.585, -0.407)  0.204
N (1.832, 2.831, -0.692)  -0.780
H (0.872, 2.983, -0.962)  0.434
H (2.516, 3.565, -0.565)  0.434
C (3.532, 1.261, 0.040)  0.005
N (3.746, -0.014, 0.288)  -0.578
S (2.442, -0.916, 0.005)  0.696
C (4.594, 2.267, 0.232)  0.640
O (4.419, 3.459, 0.029)  -0.631
N (5.767, 1.752, 0.649)  -0.799
H (5.844, 0.761, 0.801)  0.417
H (6.551, 2.360, 0.809)  0.407
C (-0.215, -1.995, -0.810)  -0.219
H (0.835, -2.105, -1.086)  0.209
H (-0.778, -2.713, -1.410)  0.213
C (-0.392, -2.330, 0.684)  -0.242
N (0.329, -3.538, 1.010)  -0.478
C (0.874, -3.578, 2.350)  -0.197
H (1.463, -4.494, 2.433)  0.192
H (1.562, -2.733, 2.451)  0.192
C (-0.158, -3.528, 3.483)  -0.636
H (0.344, -3.592, 4.444)  0.212
H (-0.859, -4.356, 3.404)  0.203
H (-0.722, -2.599, 3.447)  0.206
C (-0.305, -4.769, 0.563)  -0.217
C (0.555, -5.468, -0.489)  -0.602
H (1.538, -5.686, -0.079)  0.206
H (0.089, -6.401, -0.797)  0.203
H (0.685, -4.835, -1.362)  0.199
H (-1.293, -4.553, 0.145)  0.187
H (-0.451, -5.452, 1.406)  0.187
H (0.022, -1.509, 1.274)  0.201
H (-1.470, -2.394, 0.904)  0.207
H (-2.422, -1.609, -1.719)  0.226
C (-2.946, -0.219, -0.224)  0.679
O (-3.611, -1.063, 0.350)  -0.649
N (-2.872, 1.065, 0.136)  -0.631
H (-2.185, 1.649, -0.333)  0.434
C (-3.499, 1.598, 1.326)  -0.064
H (-4.171, 0.817, 1.690)  0.236
C (-2.438, 1.991, 2.379)  -0.416
C (-2.631, 3.489, 2.638)  -0.402
C (-3.262, 4.005, 1.349)  -0.404
H (-2.503, 4.093, 0.570)  0.194
H (-3.743, 4.974, 1.474)  0.213
C (-4.251, 2.898, 0.997)  -0.408
H (-5.137, 2.979, 1.627)  0.206
H (-4.565, 2.921, -0.046)  0.217
H (-3.321, 3.640, 3.469)  0.196
H (-1.693, 3.988, 2.877)  0.212
H (-1.444, 1.806, 1.967)  0.209
H (-2.536, 1.403, 3.290)  0.216
H (-3.523, 0.464, -2.662)  0.217
H (-1.947, 1.258, -2.598)  0.235
H (-2.503, 0.267, -4.815)  0.205
H (-2.529, -1.339, -4.091)  0.191
H (-0.121, -1.175, -3.564)  0.198
H (-0.367, -0.786, -5.264)  0.211
H (-0.093, 0.506, -4.094)  0.206

Spin multiplicity: 1
Highest occupied orbital energy (eV): -8.2

***

Number 1: frontier orbital gap 9.726 eV, energy -35578.5507 eV, lowest unoccupied orbital energy 0.57 eV. Number 2: frontier orbital gap 9.199 eV, energy -49278.4242 eV, lowest unoccupied orbital energy -2.73 eV. Number 3: frontier orbital gap 8.029 eV, energy -48281.6959 eV, lowest unoccupied orbital energy -0.17 eV.